Entry 1:
Molecular formula: C4H13N2O
Method: DFT, ωB97M-V/def2-TZVPD

Values from the calculation:
* highest occupied orbital energy: -0.54025 Ha
* net charge: +1
* energy above the lowest of the compared OMol25 structures with the same formula, charge and spin: 29.0 kcal/mol

Cartesian coordinates (Å):
C  1.081  -1.500  1.431
C  0.144  -2.286  0.482
C  -0.202  -1.398  -0.683
N  -1.165  -0.259  -0.328
C  -0.687  0.949  -0.237
N  -1.478  1.951  0.122
H  1.906  -0.942  1.010
H  0.557  -1.029  2.257
H  1.650  -2.343  1.857
H  0.651  -3.195  0.118
H  -0.729  -2.683  1.025
H  0.673  -0.861  -1.107
H  -0.711  -1.867  -1.517
H  -2.116  -0.575  -0.444
H  0.350  1.191  -0.426
H  -1.050  2.866  0.148
H  -2.401  1.794  0.487
H  1.473  3.754  -0.784
H  1.291  3.061  -2.087
O  0.761  3.374  -1.325

***

Entry 2:
Molecular formula: H14O7
Method: DFT, ωB97M-V/def2-TZVPD

Values from the calculation:
* structure (SMILES): O.O.O.O.O.O.O
* highest occupied orbital energy: -0.39268 Ha
* energy above the lowest of the compared OMol25 structures with the same formula, charge and spin: 42.1 kcal/mol

Cartesian coordinates (Å):
O  0.563  0.266  0.739
H  1.219  0.294  0.048
H  0.187  -0.623  0.826
O  -1.580  0.833  -0.888
H  -0.712  0.451  -1.026
H  -1.593  1.269  -0.036
O  -1.422  -1.774  0.685
H  -1.832  -2.373  1.316
H  -2.111  -1.088  0.644
O  0.164  -3.755  -0.850
H  -0.431  -3.268  -0.300
H  -0.376  -4.088  -1.578
O  2.332  3.007  0.674
H  1.788  2.292  0.895
H  3.001  2.559  0.127
O  -1.478  1.592  1.690
H  -0.641  1.183  1.468
H  -2.143  0.908  1.826
O  1.423  0.781  -1.829
H  1.448  0.226  -2.575
H  2.192  1.308  -1.858

***

Entry 3:
Molecular formula: C2H7NO2S2
Method: DFT, ωB97M-V/def2-TZVPD

Values from the calculation:
* multiplicity: 3
* highest occupied orbital energy (alpha / beta): -0.16961 / -0.31325 Ha
* ⟨S²⟩: 2.025
* energy above the lowest of the compared OMol25 structures with the same formula, charge and spin: 103.7 kcal/mol

Cartesian coordinates (Å):
C  2.115  1.475  -0.268
C  -2.624  -1.259  -0.288
N  2.223  0.111  -0.540
O  -1.424  0.985  0.431
O  -0.094  -1.230  0.201
S  1.626  -0.980  0.341
S  -1.138  -0.051  -0.512
H  1.098  1.761  -0.054
H  2.687  1.739  0.721
H  2.669  2.135  -0.916
H  -3.174  -1.336  -1.220
H  -2.146  -2.139  0.165
H  -3.222  -0.699  0.358
H  1.403  -0.512  1.581

***

Please write out number 1 again, unchanged.
Molecular formula: C4H13N2O
Method: DFT, ωB97M-V/def2-TZVPD

Values from the calculation:
* highest occupied orbital energy: -0.54025 Ha
* net charge: +1
* energy above the lowest of the compared OMol25 structures with the same formula, charge and spin: 29.0 kcal/mol

Cartesian coordinates (Å):
C  1.081  -1.500  1.431
C  0.144  -2.286  0.482
C  -0.202  -1.398  -0.683
N  -1.165  -0.259  -0.328
C  -0.687  0.949  -0.237
N  -1.478  1.951  0.122
H  1.906  -0.942  1.010
H  0.557  -1.029  2.257
H  1.650  -2.343  1.857
H  0.651  -3.195  0.118
H  -0.729  -2.683  1.025
H  0.673  -0.861  -1.107
H  -0.711  -1.867  -1.517
H  -2.116  -0.575  -0.444
H  0.350  1.191  -0.426
H  -1.050  2.866  0.148
H  -2.401  1.794  0.487
H  1.473  3.754  -0.784
H  1.291  3.061  -2.087
O  0.761  3.374  -1.325

***

> Look up the energy above the lowest of the compared OMol25 structures with the same formula, charge and spin of the third one.

103.7 kcal/mol

***

> What is the formula in the second record?

H14O7